A structure of composition C4H4LiO5Tm. Source: the Open Molecules 2025 dataset; level of theory: ωB97M-V/def2-TZVPD.

Calculated values
**LUMO level (spin up / spin down)**: -9.16 / -9.80 eV
**Multiplicity**: 3
**⟨S²⟩**: 2.01
**Net charge**: +2
**ΔE to the lowest compared entry with this formula, charge and spin**: 330.9 kJ/mol
**HOMO-LUMO gap (spin up / spin down)**: 7.3 / 6.4 eV
**HOMO level (spin up / spin down)**: -0.60363 / -0.59459 Ha
**Energy**: -1623.09650 a.u.

Last column: Löwdin charge in e.
Geometry (Å):
O  -3.903  -1.128  -0.124  0.10
C  -3.875  0.105  0.384  -0.58
C  -2.567  -1.420  -0.640  -0.12
O  -4.869  0.775  0.558  0.22
O  -2.639  0.557  0.497  0.07
C  -1.667  -0.535  0.180  -0.02
Li  0.163  0.266  -0.547  0.78
H  -2.605  -1.190  -1.717  0.15
H  -2.359  -2.489  -0.512  0.15
H  -1.513  -1.014  1.166  0.15
C  2.529  -1.482  -0.205  -0.44
O  2.005  -0.328  -0.402  -0.24
O  3.740  -1.533  0.110  -0.15
Tm  4.403  0.525  0.104  1.74
H  1.819  -2.361  -0.089  0.19